# C24H40O17S

A cluster of 5 separate species, C24H40O17S in total at a distorted geometry (wB97M-V/def2-TZVPD, the Open Molecules 2025 dataset).

```
82
Properties=species:S:1:pos:R:3
C 2.07 -1.80 -1.87
C 1.64 -0.92 -3.20
C 0.92 0.49 -2.65
C 2.10 1.47 -2.05
C 1.57 2.56 -0.94
C 1.50 2.00 0.60
C 0.07 2.29 1.37
C -1.27 1.95 0.49
C -2.57 1.47 1.39
C -3.08 -0.05 1.01
C -2.00 -1.24 1.32
O -0.66 -0.91 1.85
C -2.78 -2.34 2.28
O -2.34 -3.73 2.04
S -1.51 -3.74 0.53
O -2.05 -4.71 -0.57
O -0.10 -4.27 0.99
O -1.65 -2.08 0.13
H 3.01 -1.33 -1.34
H 2.30 -2.92 -2.13
H 1.18 -1.72 -1.10
H 2.57 -0.67 -3.90
H 0.82 -1.57 -3.77
H 0.36 0.94 -3.59
H 0.13 0.14 -1.86
H 3.01 0.82 -1.67
H 2.51 2.09 -2.98
H 0.56 3.06 -1.32
H 2.37 3.45 -0.96
H 1.82 0.85 0.69
H 2.33 2.59 1.21
H 0.08 3.41 1.76
H 0.08 1.59 2.34
H -1.47 2.85 -0.22
H -1.01 1.02 -0.21
H -3.47 2.19 1.09
H -2.42 1.63 2.55
H -4.10 -0.25 1.60
H -3.39 -0.10 -0.14
H -0.52 -1.26 2.77
H -3.96 -2.40 2.21
H -2.60 -2.05 3.42
O -4.95 4.29 1.25
C -5.99 3.69 1.03
O -7.23 4.10 1.43
C -8.17 3.26 0.79
C -7.38 2.02 0.50
O -6.06 2.50 0.35
H -9.02 3.07 1.45
H -8.52 3.75 -0.12
H -7.40 1.31 1.34
H -7.72 1.51 -0.41
O 3.58 -1.10 4.98
C 2.93 -2.02 4.50
O 2.47 -3.10 5.21
C 1.59 -3.81 4.35
C 2.04 -3.40 2.99
O 2.57 -2.11 3.19
H 1.68 -4.88 4.52
H 0.57 -3.49 4.57
H 2.83 -4.05 2.60
H 1.22 -3.38 2.27
O 5.88 -3.30 -1.43
C 5.99 -3.29 -0.22
O 6.22 -2.17 0.53
C 6.07 -2.54 1.88
C 6.32 -4.01 1.87
O 5.91 -4.40 0.57
H 6.78 -2.00 2.52
H 5.05 -2.30 2.20
H 7.38 -4.26 1.99
H 5.74 -4.54 2.63
O -0.95 2.97 -3.18
C -0.54 3.25 -4.30
O 0.51 2.62 -4.91
C 0.52 3.07 -6.25
C -0.18 4.39 -6.18
O -1.07 4.22 -5.09
H 1.55 3.17 -6.62
H -0.01 2.34 -6.87
H 0.50 5.22 -5.97
H -0.74 4.61 -7.10
```

Results
E_LUMO ... -0.1571 eV
E_HOMO ... -9.704 eV
Spin multiplicity ... 1
Largest force on an atom ... 6.49 eV Å⁻¹
Frontier orbital gap ... 9.547 eV

For reference, the Löwdin charges in units of e are: atom 1 (C): -0.145, atom 2 (C): -0.247, atom 3 (C): -0.209, atom 4 (C): -0.198, atom 5 (C): -0.207, atom 6 (C): -0.208, atom 7 (C): -0.220, atom 8 (C): -0.185, atom 9 (C): -0.173, atom 10 (C): -0.093, atom 11 (C): -0.390, atom 12 (O): -0.014, atom 13 (C): -0.127, atom 14 (O): -0.244, atom 15 (S): 0.922, atom 16 (O): -0.301, atom 17 (O): -0.345, atom 18 (O): -0.193, atom 19 (H): 0.064, atom 20 (H): 0.082, atom 21 (H): 0.069, atom 22 (H): 0.111, atom 23 (H): 0.109, atom 24 (H): 0.090, atom 25 (H): 0.094, atom 26 (H): 0.106, atom 27 (H): 0.111, atom 28 (H): 0.097, atom 29 (H): 0.110, atom 30 (H): 0.118, atom 31 (H): 0.110, atom 32 (H): 0.121, atom 33 (H): 0.101, atom 34 (H): 0.114, atom 35 (H): 0.106, atom 36 (H): 0.098, atom 37 (H): 0.129, atom 38 (H): 0.125, atom 39 (H): 0.153, atom 40 (H): 0.126, atom 41 (H): 0.148, atom 42 (H): 0.161, atom 43 (O): 0.134, atom 44 (C): -0.515, atom 45 (O): 0.066, atom 46 (C): -0.141, atom 47 (C): -0.142, atom 48 (O): 0.047, atom 49 (H): 0.138, atom 50 (H): 0.137, atom 51 (H): 0.135, atom 52 (H): 0.138, atom 53 (O): 0.129, atom 54 (C): -0.524, atom 55 (O): 0.062, atom 56 (C): -0.131, atom 57 (C): -0.142, atom 58 (O): 0.045, atom 59 (H): 0.141, atom 60 (H): 0.132, atom 61 (H): 0.136, atom 62 (H): 0.089, atom 63 (O): 0.130, atom 64 (C): -0.515, atom 65 (O): 0.066, atom 66 (C): -0.132, atom 67 (C): -0.143, atom 68 (O): 0.060, atom 69 (H): 0.141, atom 70 (H): 0.123, atom 71 (H): 0.135, atom 72 (H): 0.132, atom 73 (O): 0.120, atom 74 (C): -0.503, atom 75 (O): 0.023, atom 76 (C): -0.131, atom 77 (C): -0.140, atom 78 (O): 0.069, atom 79 (H): 0.140, atom 80 (H): 0.139, atom 81 (H): 0.137, atom 82 (H): 0.137

***

# C6H18F6N4PTi

A structure of composition C6H18F6N4PTi at a distorted geometry (wB97M-V/def2-TZVPD, the Open Molecules 2025 dataset).

```
36
Properties=species:S:1:pos:R:3
Ti -5.18 2.86 8.66
N -5.22 1.18 10.28
C -3.84 0.94 10.88
C -2.68 1.41 9.97
N -3.00 2.50 9.04
C -2.54 2.14 7.68
C -3.36 1.04 7.03
N -4.76 1.46 7.10
C -2.42 3.77 9.53
C -3.32 4.46 10.53
N -4.65 4.47 10.02
H -5.45 0.35 9.71
H -5.95 1.33 10.97
H -3.74 1.48 11.82
H -3.62 -0.05 11.11
H -1.81 1.66 10.60
H -2.29 0.55 9.41
H -2.56 3.09 7.10
H -1.47 1.80 7.79
H -3.05 0.88 5.96
H -3.31 0.07 7.62
H -4.92 2.04 6.32
H -5.39 0.62 7.02
H -1.48 3.56 9.99
H -2.29 4.43 8.66
H -3.24 3.97 11.50
H -2.88 5.46 10.75
H -5.37 4.64 10.69
H -4.70 5.27 9.36
F -7.01 2.84 9.01
P -7.65 5.86 9.54
F -7.05 7.33 9.56
F -8.69 6.27 8.27
F -6.70 5.62 11.17
F -8.91 5.85 10.50
F -4.95 4.06 7.33
```

Results
E_LUMO (spin up / spin down) ... -6.7413 / -13.4554 eV
Relative energy (zero: lowest compared OMol25 entry of this formula, charge and spin) ... 272.1 kJ/mol
Charge ... +2
E_HOMO (spin up / spin down) ... -15.796 / -18.767 eV
Spin multiplicity ... 4
Largest force on an atom ... 6.03 eV Å⁻¹
Frontier orbital gap (spin up / spin down) ... 9.055 / 5.311 eV
<S²> ... 3.760

For reference, the Löwdin charges in units of e are: atom 1 (Ti): 1.028, atom 2 (N): 0.003, atom 3 (C): -0.121, atom 4 (C): -0.107, atom 5 (N): -0.075, atom 6 (C): -0.107, atom 7 (C): -0.166, atom 8 (N): -0.045, atom 9 (C): -0.093, atom 10 (C): -0.180, atom 11 (N): -0.037, atom 12 (H): 0.115, atom 13 (H): 0.122, atom 14 (H): 0.134, atom 15 (H): 0.113, atom 16 (H): 0.169, atom 17 (H): 0.139, atom 18 (H): 0.153, atom 19 (H): 0.202, atom 20 (H): 0.169, atom 21 (H): 0.151, atom 22 (H): 0.095, atom 23 (H): 0.164, atom 24 (H): 0.155, atom 25 (H): 0.158, atom 26 (H): 0.137, atom 27 (H): 0.169, atom 28 (H): 0.044, atom 29 (H): 0.124, atom 30 (F): -0.404, atom 31 (P): 0.915, atom 32 (F): -0.131, atom 33 (F): -0.188, atom 34 (F): -0.314, atom 35 (F): -0.122, atom 36 (F): -0.370

***

# C2H4NO4

The ion C2H4NO4 with charge -1 at a distorted geometry (wB97M-V/def2-TZVPD, the Open Molecules 2025 dataset).

```
11
Properties=species:S:1:pos:R:3
C 1.32 0.43 -0.97
O -0.05 0.12 -0.73
N -0.76 1.40 -0.18
O -0.22 1.77 1.04
C -2.24 1.06 0.09
O -2.45 0.79 1.29
O -3.05 1.25 -0.78
H 1.55 0.78 -2.00
H 1.84 -0.53 -0.82
H 1.57 1.18 -0.34
H -0.98 1.39 1.73
```

Results
E_LUMO ... 4.0900 eV
Relative energy (zero: lowest compared OMol25 entry of this formula, charge and spin) ... 513.5 kJ/mol
Charge ... -1
E_HOMO ... -4.536 eV
Spin multiplicity ... 1
Largest force on an atom ... 3.56 eV Å⁻¹
Frontier orbital gap ... 8.627 eV

For reference, the natural (NBO) charges in units of e are: atom 1 (C): -0.244, atom 2 (O): -0.468, atom 3 (N): 0.004, atom 4 (O): -0.629, atom 5 (C): 0.835, atom 6 (O): -0.776, atom 7 (O): -0.689, atom 8 (H): 0.137, atom 9 (H): 0.164, atom 10 (H): 0.187, atom 11 (H): 0.478

***

What is the spin multiplicity in the first record?
1

***

What did the third record say?
# C2H4NO4

The ion C2H4NO4 with charge -1 at a distorted geometry (wB97M-V/def2-TZVPD, the Open Molecules 2025 dataset).

```
11
Properties=species:S:1:pos:R:3
C 1.32 0.43 -0.97
O -0.05 0.12 -0.73
N -0.76 1.40 -0.18
O -0.22 1.77 1.04
C -2.24 1.06 0.09
O -2.45 0.79 1.29
O -3.05 1.25 -0.78
H 1.55 0.78 -2.00
H 1.84 -0.53 -0.82
H 1.57 1.18 -0.34
H -0.98 1.39 1.73
```

Results
E_LUMO ... 4.0900 eV
Relative energy (zero: lowest compared OMol25 entry of this formula, charge and spin) ... 513.5 kJ/mol
Charge ... -1
E_HOMO ... -4.536 eV
Spin multiplicity ... 1
Largest force on an atom ... 3.56 eV Å⁻¹
Frontier orbital gap ... 8.627 eV

For reference, the natural (NBO) charges in units of e are: atom 1 (C): -0.244, atom 2 (O): -0.468, atom 3 (N): 0.004, atom 4 (O): -0.629, atom 5 (C): 0.835, atom 6 (O): -0.776, atom 7 (O): -0.689, atom 8 (H): 0.137, atom 9 (H): 0.164, atom 10 (H): 0.187, atom 11 (H): 0.478